C36H119N9O19 | ωB97M-V with the def2-TZVPD basis set

Output
Orbital gap in eV: 8.144
Lowest unoccupied orbital energy in eV: -0.503
HOMO in eV: -8.6
E_tot in a.u.: -3365.02284
ΔE to the lowest compared entry with this formula, charge and spin in kcal per mole: 78.2

```
183
C36H119N9O19, DFT ωB97M-V with the def2-TZVPD basis set
C 0.5833 0.4216 1.6694
C -0.1708 1.6604 0.9951
C -0.9507 1.1768 -0.3152
O 0.0049 0.7243 -1.2762
C -0.4368 -0.0702 -2.4471
N -1.0579 2.1595 2.0539
H -0.1254 -0.3869 1.8487
H 1.1023 0.5352 2.6212
H 1.2722 -0.0509 0.9693
H 0.5356 2.4458 0.7262
H -1.6060 1.9739 -0.6664
H -1.6670 0.4560 0.0790
H 0.0271 -1.0496 -2.3300
H -0.2182 0.3655 -3.4220
H -1.5193 -0.1467 -2.3450
H -1.3343 1.5172 2.7828
H -0.8276 3.0416 2.4885
C 3.7210 5.7455 3.3226
C 3.3373 4.9115 2.0709
C 3.2216 3.3878 2.4498
O 4.1892 2.8542 3.2470
C 5.4548 2.7568 2.5805
N 2.0401 5.2412 1.5357
H 3.2376 5.4444 4.2520
H 3.4452 6.7991 3.2779
H 4.7945 5.6779 3.4990
H 4.1266 5.1419 1.3553
H 3.0450 2.8136 1.5403
H 2.2905 3.1728 2.9743
H 5.3064 2.0998 1.7235
H 6.1984 2.2952 3.2302
H 5.7083 3.7297 2.1593
H 1.9688 4.5905 0.7665
H 2.1320 6.1073 1.0244
C 5.1796 1.7726 -1.9615
C 5.5058 0.4701 -1.1232
C 4.2924 -0.3571 -0.6420
O 3.5816 -1.0381 -1.6775
C 2.5974 -1.9203 -1.2364
N 6.3344 -0.3701 -1.9372
H 4.8183 2.6486 -1.4229
H 4.4717 1.4783 -2.7363
H 6.1307 2.0014 -2.4424
H 6.0788 0.7342 -0.2344
H 3.5529 0.2174 -0.0842
H 4.7675 -0.9254 0.1577
H 1.9618 -2.3967 -1.9828
H 1.9893 -1.5985 -0.3909
H 3.1420 -2.7892 -0.8671
H 6.4027 0.0843 -2.8366
H 5.7347 -1.1619 -2.1199
C 2.6373 0.1731 -5.3087
C 2.4599 -1.3839 -5.2617
C 1.8146 -1.9758 -6.5253
O 0.4557 -1.8013 -6.8770
C 0.0352 -2.5982 -8.0134
N 3.8358 -1.9600 -5.1630
H 1.6755 0.6575 -5.4776
H 3.2919 0.5123 -6.1114
H 3.0297 0.5656 -4.3706
H 1.9456 -1.6674 -4.3435
H 1.9050 -3.0614 -6.4877
H 2.3553 -1.6100 -7.3983
H 0.3820 -2.2775 -8.9957
H -1.0317 -2.8202 -7.9897
H 0.4782 -3.5888 -7.9116
H 4.4104 -1.6411 -5.9299
H 4.2829 -1.5491 -4.3560
C -4.3556 -5.2069 -3.5923
C -4.2255 -4.4374 -4.9583
C -2.8278 -3.7366 -5.0223
O -2.7802 -2.8675 -3.8953
C -3.4248 -1.5125 -4.0546
N -4.2070 -5.5815 -5.8435
H -3.4516 -5.7562 -3.3292
H -5.1289 -5.9599 -3.7443
H -4.5651 -4.6505 -2.6787
H -5.0726 -3.8009 -5.2137
H -2.4866 -3.2216 -5.9203
H -2.1256 -4.5367 -4.7883
H -2.7073 -0.9421 -4.6446
H -3.4956 -1.1336 -3.0351
H -4.3928 -1.7333 -4.5044
H -4.0575 -5.1161 -6.7273
H -3.5088 -6.2757 -5.6186
C 7.9328 -3.3185 1.9212
C 7.1583 -2.0329 1.6599
C 5.9045 -1.7694 2.4004
O 5.0081 -2.6853 1.7566
C 3.6791 -2.5505 2.1895
N 8.0739 -0.8938 1.9353
H 8.1488 -3.4289 2.9839
H 8.9475 -3.3910 1.5297
H 7.3149 -4.1573 1.6006
H 6.8332 -1.9361 0.6241
H 5.4760 -0.7792 2.2451
H 6.0158 -1.9511 3.4693
H 3.6355 -2.9063 3.2189
H 2.9744 -3.0803 1.5485
H 3.3268 -1.5264 2.0659
H 8.8609 -0.8732 1.3026
H 7.6261 0.0014 1.8005
C -5.9517 5.2505 7.9801
C -5.3102 4.2859 7.0642
C -4.2878 4.9162 6.1697
O -3.7567 3.9576 5.3402
C -2.7840 4.3398 4.4142
N -4.8086 3.1636 7.9015
H -5.1735 5.7593 8.5491
H -6.5944 4.8437 8.7609
H -6.5566 5.9956 7.4633
H -6.0392 3.7880 6.4249
H -3.4527 5.2861 6.7646
H -4.7405 5.7077 5.5725
H -1.8205 4.1345 4.8806
H -2.8131 5.3897 4.1227
H -2.9973 3.8092 3.4862
H -4.3042 2.6077 7.2257
H -5.5980 2.6643 8.2858
C -0.6901 -3.9490 0.3108
C -0.7277 -4.7905 -0.8917
C -1.7391 -5.9263 -0.8294
O -1.1904 -6.8662 0.0660
C -1.7305 -8.2201 0.1860
N -0.7510 -3.9143 -2.0024
H -1.6916 -3.6698 0.6384
H -0.0119 -3.0961 0.2880
H -0.2907 -4.5508 1.1272
H 0.2336 -5.3042 -0.8940
H -2.0367 -6.3674 -1.7807
H -2.6565 -5.4900 -0.4342
H -2.7979 -8.2372 0.4064
H -1.1597 -8.8208 0.8940
H -1.5853 -8.8169 -0.7145
H -0.0582 -3.1800 -2.0324
H -1.6248 -3.4115 -1.9398
C -7.5177 -2.8593 -0.6116
C -6.8489 -1.9646 0.4746
C -5.6936 -1.1004 -0.0821
O -4.8338 -0.7514 1.0130
C -4.7311 0.6219 1.3298
N -7.8971 -1.2185 1.2235
H -8.1787 -2.2824 -1.2584
H -8.1621 -3.5151 -0.0260
H -6.9044 -3.5849 -1.1460
H -6.3126 -2.7431 1.0173
H -6.1816 -0.2676 -0.5886
H -5.1954 -1.6909 -0.8509
H -4.1317 0.8388 2.2139
H -5.6246 1.0012 1.8257
H -4.2669 1.3634 0.6796
H -8.5852 -0.9597 0.5310
H -7.5063 -0.3104 1.4301
O 3.6331 0.3916 4.1206
H 2.7812 0.2848 4.5437
H 3.6948 1.3293 3.9385
O 0.3944 4.8009 3.5755
H 0.7988 4.1700 4.1710
H 0.9913 4.8424 2.8283
O 0.9473 2.5470 5.4179
H 0.6343 1.7448 4.9999
H 0.5546 2.5317 6.2907
O -1.3159 6.3106 1.7419
H -1.2830 5.5947 1.1074
H -1.1766 5.8871 2.5890
O 1.8212 2.9135 -1.2990
H 1.5448 1.9986 -1.3511
H 1.4527 3.3206 -2.0830
O 1.1570 -0.3810 5.3647
H 1.9518 -0.7724 5.7271
H 0.4574 -0.9856 5.6121
O -1.8738 2.4299 -4.9200
H -1.4985 1.9209 -5.6386
H -2.0254 3.2977 -5.2942
O 0.3695 3.5668 -3.3426
H 0.5161 4.0277 -4.1686
H -0.3017 2.9157 -3.5468
O -3.5123 4.0037 -0.9165
H -3.7356 4.5739 -0.1808
H -2.8634 4.4993 -1.4160
O -3.5951 1.6042 -2.7608
H -3.1169 1.6226 -3.5898
H -3.7698 2.5245 -2.5641
```